The following is a quantum chemistry calculation of a single C3H8O2 molecule, from the OMol25 dataset.

Positions of all 13 atoms, in Å:
C1 1.74324 0.63676 0.50288
O1 0.36358 0.40571 0.64274
C2 -0.10780 -0.70226 -0.09913
C3 -1.59865 -0.47688 -0.29380
O2 -1.82429 0.79308 -0.85721
H1 1.96074 1.58949 0.99122
H2 2.34349 -0.15358 0.97717
H3 2.02756 0.70463 -0.55817
H4 0.39013 -0.73347 -1.08064
H5 0.09770 -1.64859 0.42690
H6 -2.00274 -1.22151 -0.98689
H7 -2.12091 -0.58763 0.66937
H8 -1.27204 1.39424 -0.33444

* energy relative to the best compared isomer or geometry (same formula, charge and spin): 114.6 kJ/mol
* LUMO energy: 1.02 eV
* HOMO-LUMO gap: 11.230 eV
* electronic energy: -269.5512 Ha
* charge: 0
* strongest force on any atom: 0.40 eV/Å
* HOMO: -10.21 eV
* SMILES string: COCCO